[1]
C48H109N14O14 | the ωB97M-V functional and the def2-TZVPD basis

```
185
Properties=species:S:1:pos:R:3:mulliken_charge:R:1
C 10.739 4.686 22.033 -1.84
C 11.230 5.997 21.268 1.58
C 12.056 5.437 20.063 -1.36
C 12.271 6.368 18.894 -0.61
C 10.877 6.857 18.439 -1.33
C 10.117 7.622 19.571 1.53
N 10.020 6.716 20.755 0.36
O 9.171 7.227 21.795 -0.92
C 8.674 7.919 19.049 -1.86
C 10.842 8.957 19.730 -1.64
C 12.225 6.799 22.128 -1.76
H 11.525 4.011 22.371 0.39
H 9.987 4.071 21.539 0.42
H 10.306 5.042 22.968 0.38
H 11.674 4.488 19.688 0.42
H 13.040 5.041 20.310 0.47
H 12.940 5.822 18.229 0.37
H 12.802 7.284 19.155 0.26
H 10.245 6.057 18.052 0.39
H 11.009 7.507 17.574 0.44
H 8.047 7.051 18.847 0.41
H 8.654 8.530 18.146 0.37
H 8.110 8.446 19.820 0.38
H 10.756 9.541 18.814 0.38
H 11.830 8.970 20.191 0.28
H 10.269 9.586 20.411 0.37
H 12.940 6.100 22.560 0.43
H 11.691 7.401 22.863 0.38
H 12.798 7.507 21.529 0.31
C 1.597 5.145 15.515 -0.81
C 0.828 3.837 15.616 0.65
O 0.440 3.214 14.643 -0.64
N 0.647 3.327 16.843 -0.18
C -0.220 2.134 17.055 -0.82
H 2.546 4.982 15.005 0.24
H 1.822 5.388 16.553 0.24
H 1.030 5.904 14.975 0.25
H 1.168 3.695 17.626 0.18
H -1.068 2.033 16.378 0.29
H -0.700 2.175 18.033 0.32
H 0.430 1.268 16.933 0.28
C 21.417 12.471 22.684 -1.03
C 20.799 11.217 23.242 0.72
O 20.273 11.127 24.348 -0.65
N 20.876 10.169 22.402 -0.19
C 20.303 8.867 22.627 -0.84
H 21.247 12.571 21.612 0.34
H 22.475 12.523 22.940 0.24
H 20.915 13.346 23.098 0.30
H 21.186 10.369 21.462 0.24
H 19.457 9.031 23.294 0.30
H 21.043 8.267 23.157 0.26
H 20.141 8.407 21.653 0.32
C 3.836 4.208 22.171 -1.05
C 2.774 5.262 21.949 0.76
O 1.632 4.874 21.854 -0.65
N 3.128 6.553 21.902 -0.16
C 2.265 7.678 21.684 -0.84
H 4.654 4.574 22.791 0.33
H 4.289 3.977 21.207 0.27
H 3.358 3.280 22.486 0.30
H 4.096 6.697 22.153 0.16
H 2.720 8.313 20.925 0.29
H 2.212 8.423 22.478 0.29
H 1.255 7.355 21.432 0.31
C 22.379 1.601 21.717 -0.91
C 20.942 1.532 22.315 0.61
O 20.789 1.585 23.532 -0.62
N 19.932 1.405 21.433 -0.23
C 18.527 1.184 21.981 -0.77
H 22.840 2.584 21.822 0.25
H 22.418 1.489 20.634 0.31
H 22.987 0.891 22.277 0.25
H 20.144 1.148 20.479 0.27
H 18.093 2.064 22.455 0.23
H 18.535 0.331 22.660 0.27
H 17.909 0.910 21.126 0.33
C 12.013 0.926 13.250 -0.90
C 12.433 -0.040 12.190 0.65
O 12.522 -1.227 12.471 -0.63
N 12.676 0.499 10.992 -0.19
C 13.166 -0.283 9.872 -0.88
H 12.746 0.864 14.055 0.24
H 11.043 0.626 13.647 0.26
H 11.940 1.952 12.891 0.29
H 12.338 1.423 10.763 0.26
H 14.204 -0.123 9.583 0.28
H 12.577 0.014 9.004 0.31
H 13.127 -1.365 9.999 0.31
C 19.410 9.910 30.301 -1.05
C 17.967 9.632 30.055 0.71
O 17.344 9.062 30.922 -0.64
N 17.399 10.074 28.954 -0.18
C 16.053 9.757 28.471 -0.80
H 19.865 9.322 31.098 0.30
H 19.536 10.928 30.671 0.27
H 19.984 9.825 29.378 0.32
H 18.050 10.591 28.382 0.21
H 15.906 10.226 27.498 0.34
H 15.316 10.134 29.180 0.26
H 16.044 8.675 28.339 0.26
C 9.475 17.578 19.772 -0.81
C 9.262 18.804 20.645 0.57
O 9.227 18.699 21.868 -0.68
N 9.086 20.020 20.185 -0.17
C 9.105 20.483 18.827 -0.88
H 9.824 17.875 18.783 0.31
H 8.595 16.936 19.744 0.23
H 10.267 16.995 20.243 0.27
H 8.787 20.639 20.925 0.25
H 9.933 20.108 18.226 0.29
H 9.257 21.562 18.878 0.33
H 8.136 20.353 18.345 0.29
C 4.498 8.117 27.364 -0.93
C 4.780 6.745 28.014 0.67
O 4.163 6.331 29.002 -0.67
N 5.762 6.118 27.406 -0.19
C 6.370 4.860 27.917 -0.85
H 4.439 8.831 28.186 0.28
H 3.515 8.067 26.896 0.23
H 5.355 8.442 26.774 0.32
H 6.073 6.370 26.479 0.24
H 7.441 4.992 28.067 0.31
H 6.191 4.057 27.202 0.28
H 6.032 4.581 28.915 0.31
C 14.835 16.564 17.120 -1.07
C 14.868 15.077 16.961 0.66
O 14.023 14.561 16.297 -0.61
N 15.815 14.431 17.636 -0.18
C 16.201 13.061 17.532 -0.80
H 14.714 16.856 18.164 0.32
H 14.100 16.932 16.404 0.27
H 15.803 16.931 16.779 0.32
H 16.341 14.979 18.301 0.23
H 15.282 12.505 17.719 0.29
H 16.969 12.688 18.209 0.32
H 16.499 12.893 16.497 0.25
C 15.508 0.630 29.660 -1.11
C 16.736 0.509 28.720 0.73
O 17.288 -0.543 28.561 -0.66
N 17.249 1.569 28.192 -0.13
C 16.790 2.936 28.414 -0.87
H 14.718 1.007 29.012 0.32
H 15.736 1.411 30.386 0.33
H 15.241 -0.296 30.171 0.27
H 18.023 1.426 27.559 0.24
H 17.127 3.628 27.642 0.30
H 17.271 3.316 29.315 0.32
H 15.710 2.968 28.551 0.27
C 9.201 12.680 25.192 -1.09
C 8.011 13.417 24.724 0.72
O 7.634 14.403 25.304 -0.64
N 7.266 12.864 23.782 -0.17
C 6.002 13.294 23.176 -0.85
H 8.977 11.645 25.449 0.34
H 9.544 13.164 26.107 0.29
H 9.989 12.792 24.448 0.29
H 7.628 11.966 23.492 0.21
H 5.088 13.131 23.747 0.27
H 5.832 12.891 22.178 0.32
H 6.063 14.382 23.138 0.29
C 9.870 11.784 12.265 -0.88
C 8.596 12.564 12.612 0.73
O 7.621 12.466 11.844 -0.67
N 8.580 13.202 13.760 -0.18
C 7.523 14.004 14.229 -0.87
H 10.581 12.074 13.038 0.25
H 10.317 12.055 11.309 0.27
H 9.775 10.699 12.307 0.24
H 9.483 13.300 14.201 0.20
H 7.847 15.045 14.224 0.30
H 7.408 13.723 15.276 0.29
H 6.604 13.952 13.645 0.33
C 11.899 -2.874 24.324 -1.12
C 12.004 -2.721 22.824 0.68
O 13.069 -2.995 22.259 -0.65
N 10.921 -2.267 22.234 -0.16
C 10.785 -1.978 20.854 -0.84
H 11.742 -1.882 24.748 0.32
H 12.840 -3.100 24.827 0.33
H 11.135 -3.517 24.762 0.31
H 10.070 -2.211 22.775 0.26
H 10.813 -2.867 20.225 0.28
H 11.560 -1.284 20.528 0.27
H 9.805 -1.550 20.642 0.33
```

Summary:
- frontier orbital gap (eV) = 3.4
- charge = -1
- multiplicity = 1
- HOMO level (eV) = -2.17
- relative energy (zero: lowest compared OMol25 entry of this formula, charge and spin) (kcal per mole) = 110.52

---

[2]
C48H110N4O9 | the ωB97M-V functional and the def2-TZVPD basis

```
171
Properties=species:S:1:pos:R:3:mulliken_charge:R:1
C 4.349 -1.569 -0.093 -0.23
C 5.828 -1.857 -0.295 -0.56
O 6.663 -0.733 0.078 -0.54
H 4.032 -0.932 -0.905 0.14
H 4.123 -1.165 0.853 0.29
H 3.778 -2.499 -0.126 0.05
H 5.987 -2.049 -1.386 0.33
H 6.180 -2.774 0.264 0.24
H 7.330 -0.504 -0.571 0.30
C -0.926 5.473 -1.917 -1.52
C -0.527 4.683 -0.689 -0.06
O 0.325 3.571 -0.942 0.27
H -1.581 6.240 -1.596 0.48
H -1.340 4.798 -2.698 0.24
H -0.111 5.961 -2.451 0.30
H -1.450 4.301 -0.190 0.22
H -0.013 5.391 0.028 0.26
H 1.093 3.734 -1.545 -0.50
C 0.859 3.931 3.639 -0.59
C -0.424 3.305 4.187 -0.54
O -0.527 1.973 3.756 0.18
H 0.788 5.004 3.870 0.45
H 0.808 3.765 2.629 -0.18
H 1.741 3.543 4.173 0.25
H -1.268 3.902 3.768 0.34
H -0.495 3.333 5.256 0.40
H -0.737 2.045 2.795 -0.33
C -3.570 0.853 -2.235 -2.26
C -4.526 0.524 -1.073 1.91
C -4.951 -0.971 -1.226 -0.92
C -5.642 -1.654 -0.069 -0.87
C -4.795 -1.450 1.160 -0.30
C -4.330 0.048 1.420 1.41
N -3.735 0.581 0.199 1.32
O -3.258 1.908 0.426 -0.63
C -5.526 0.990 1.966 -1.81
C -3.364 0.012 2.545 -1.78
C -5.694 1.463 -1.122 -1.90
H -4.114 0.602 -3.160 0.54
H -2.609 0.348 -2.114 -0.14
H -3.384 1.896 -2.178 0.69
H -5.560 -1.066 -2.150 0.39
H -3.994 -1.445 -1.558 -0.07
H -5.726 -2.739 -0.252 0.46
H -6.585 -1.131 -0.155 0.42
H -3.824 -2.045 1.098 -0.31
H -5.300 -1.921 2.020 0.41
H -5.108 1.922 2.240 0.44
H -6.345 1.105 1.268 0.30
H -5.745 0.547 2.964 0.45
H -3.001 0.982 2.808 0.60
H -3.737 -0.474 3.445 0.78
H -2.501 -0.596 2.201 -0.60
H -5.441 2.441 -0.631 0.22
H -6.540 1.077 -0.557 0.37
H -5.987 1.630 -2.121 0.54
H -2.299 1.725 0.459 0.23
C 1.198 -4.051 6.895 -1.81
C 0.873 -2.751 6.169 1.55
C -0.354 -2.961 5.224 -1.62
C -0.778 -1.658 4.545 1.93
C -1.033 -0.606 5.577 -1.43
C -0.034 -0.384 6.673 2.04
N 0.439 -1.667 7.121 0.00
O 1.428 -1.415 8.161 -0.48
C 1.104 0.490 6.067 -1.17
C -0.694 0.375 7.841 -1.90
C 2.174 -2.489 5.236 -1.64
H 1.712 -4.661 6.193 0.46
H 0.349 -4.645 7.277 0.37
H 1.954 -3.816 7.716 0.32
H -0.153 -3.733 4.485 0.18
H -1.245 -3.268 5.784 0.47
H -1.657 -1.812 3.896 0.10
H 0.008 -1.306 3.887 -1.17
H -1.974 -0.907 6.138 0.53
H -1.234 0.373 5.096 -0.25
H 0.872 1.470 6.426 0.44
H 2.076 0.114 6.455 0.10
H 1.011 0.425 4.991 0.14
H -1.419 -0.212 8.478 0.35
H 0.071 0.724 8.552 0.42
H -1.206 1.180 7.428 0.46
H 2.105 -1.599 4.641 0.33
H 2.283 -3.347 4.569 0.44
H 3.104 -2.541 5.815 0.43
H 2.144 -1.130 7.630 0.44
C 0.770 -4.642 1.203 -1.64
C -0.011 -4.809 -0.147 1.27
C -0.962 -3.593 -0.227 -1.09
C -1.491 -3.339 -1.654 -0.66
C -0.360 -3.305 -2.632 0.00
C 0.557 -4.510 -2.625 1.07
N 1.005 -4.692 -1.223 1.11
O 2.024 -5.678 -1.087 -0.53
C -0.109 -5.731 -3.308 -1.41
C 1.909 -4.040 -3.264 -1.45
C -0.887 -6.078 0.016 -1.76
H 1.494 -5.407 1.443 0.46
H -0.026 -4.666 2.017 0.19
H 1.274 -3.716 1.273 0.19
H -1.713 -3.736 0.556 0.93
H -0.447 -2.673 0.005 -0.67
H -2.010 -2.404 -1.613 -0.23
H -2.102 -4.168 -1.940 0.70
H 0.207 -2.339 -2.531 -0.69
H -0.657 -3.240 -3.706 0.79
H 0.633 -6.623 -3.207 0.28
H -1.077 -5.965 -2.788 0.25
H -0.314 -5.483 -4.403 0.38
H 1.703 -3.743 -4.331 0.26
H 2.218 -3.204 -2.606 0.08
H 2.656 -4.839 -3.256 0.51
H -1.689 -6.110 -0.740 0.30
H -1.371 -6.062 0.979 0.43
H -0.304 -6.997 0.030 0.37
H 1.578 -6.503 -1.026 0.35
C -0.988 2.990 -6.319 -1.33
C 0.516 2.680 -6.654 1.57
C 1.435 3.584 -5.754 -1.69
C 1.487 3.088 -4.324 1.31
C 2.107 1.746 -4.373 -1.21
C 1.238 0.710 -5.183 1.77
N 0.984 1.275 -6.507 0.07
O -0.019 0.467 -7.146 -0.52
C 2.045 -0.629 -5.423 -1.69
C 0.037 0.397 -4.375 -0.60
C 0.640 3.168 -8.101 -1.96
H -1.264 2.917 -5.193 0.06
H -1.314 4.032 -6.622 0.40
H -1.531 2.286 -6.888 0.45
H 2.449 3.656 -6.088 0.34
H 0.952 4.550 -5.904 0.50
H 2.107 3.728 -3.672 -0.23
H 0.491 3.055 -3.942 -0.58
H 2.145 1.300 -3.318 -0.09
H 3.078 1.801 -4.832 0.59
H 1.523 -1.196 -6.218 0.44
H 2.056 -1.367 -4.588 0.07
H 3.040 -0.395 -5.858 0.41
H -0.701 -0.296 -4.826 0.50
H -0.525 1.312 -4.089 -0.03
H 0.234 -0.001 -3.420 -0.29
H 0.288 4.197 -8.169 0.39
H 1.664 3.199 -8.363 0.47
H 0.091 2.476 -8.748 0.48
H 0.339 0.412 -8.041 0.40
C 3.621 3.716 0.413 -1.02
C 3.261 5.083 -0.258 0.74
C 4.473 6.101 -0.342 -1.30
O 2.833 4.914 -1.655 -0.36
H 4.332 3.212 -0.209 0.45
H 2.686 3.035 0.338 -0.12
H 4.043 3.817 1.449 0.41
H 2.401 5.533 0.314 0.01
H 4.161 7.026 0.096 0.41
H 4.701 6.357 -1.392 0.26
H 5.409 5.979 0.270 0.33
H 2.862 5.799 -1.983 0.20
C 0.515 -0.031 -0.697 -0.84
C 0.188 0.207 0.790 2.18
C 1.333 -0.135 1.681 -0.45
O -0.461 1.517 0.810 1.58
H 1.070 0.800 -1.106 0.25
H -0.393 -0.053 -1.229 -0.41
H 1.147 -0.862 -0.861 0.52
H -0.586 -0.529 0.981 -0.76
H 1.241 0.061 2.755 -0.62
H 2.218 0.428 1.391 0.30
H 1.393 -1.192 1.470 -0.23
H 0.029 2.143 0.228 -0.92
```

Summary:
- SMILES = CC1(C)CCCC(C)(C)N1O.CC1(C)CCCC(C)(C)N1O.CC1(C)CCCC(C)(C)N1O.CC1(C)CCCC(C)(C)N1O.CC(C)O.CC(C)O.CCO.CCO.CCO
- frontier orbital gap (eV) = 8.6
- multiplicity = 1
- HOMO level (eV) = -8.15